# 1
The following is a DFT calculation (ωB97M-V/def2-TZVPD) of C26H34MnNO2 as an isolated structure.

Structure (XYZ):
```
64
Properties=species:S:1:pos:R:3
C -2.251 -0.439 0.118
C -2.004 0.907 0.488
C -1.525 1.585 -0.665
H -2.288 1.332 1.453
C -1.244 0.610 -1.674
C -1.733 -0.652 -1.211
H -0.925 0.816 -2.696
C 1.276 -0.798 2.113
C 0.155 -0.021 2.513
C 0.302 1.267 1.926
H -0.628 -0.228 3.232
C 1.598 1.355 1.304
C 2.171 0.059 1.387
H -1.512 2.664 -0.809
H -1.854 -1.561 -1.807
H -2.743 -1.189 0.728
H 3.157 -0.195 1.017
H -0.376 2.111 2.012
H 1.475 -1.779 2.494
Mn 0.025 -0.113 0.133
C 2.159 2.666 0.748
C 3.642 2.690 0.448
C 1.755 3.845 1.656
H 4.184 2.752 1.390
H 3.872 3.619 -0.097
H 3.953 1.795 -0.100
H 2.190 3.739 2.657
H 0.663 3.955 1.756
H 2.125 4.804 1.267
C 1.339 2.839 -0.530
C 1.750 1.849 -1.590
H 1.444 3.833 -0.948
H 0.306 2.785 -0.159
O 1.513 0.611 -1.335
N 2.395 2.376 -2.724
C 1.632 3.012 -3.847
H 3.340 2.029 -2.913
C 0.407 3.793 -3.376
C -0.860 3.503 -3.909
H -0.929 2.746 -4.702
C -2.010 4.181 -3.479
H -2.971 3.935 -3.934
C -1.940 5.178 -2.496
H -2.847 5.712 -2.181
C -0.677 5.517 -1.982
H -0.596 6.301 -1.204
C 0.501 4.906 -2.498
H 1.492 5.268 -2.128
H 1.334 2.106 -4.371
H 2.260 3.646 -4.515
C 0.592 -4.260 1.021
C -0.519 -3.251 0.806
C -1.356 -3.707 -0.376
C -1.356 -3.159 2.085
O 0.163 -2.066 0.449
H 0.139 -5.243 1.145
H 1.174 -4.029 1.921
H 1.255 -4.277 0.149
H -1.760 -4.698 -0.138
H -2.187 -3.020 -0.562
H -0.697 -3.720 -1.254
H -0.718 -3.037 2.976
H -2.139 -2.390 2.044
H -1.868 -4.122 2.193
```

Calculated values
total charge = -1
LUMO energy (alpha / beta) = 0.091 / 0.091 Ha
gap between HOMO and LUMO (alpha / beta) = 4.867 / 5.132 eV
E = -2367.27090 Eh
energy above the lowest of the compared OMol25 structures with the same formula, charge and spin = 0.0 kcal/mol
2S+1 = 6
highest occupied orbital energy (alpha / beta) = -0.088 / -0.098 Eh
<S²> = 8.760

# 2
The following is a DFT calculation (ωB97M-V/def2-TZVPD) of a 2-piece molecular cluster, C26H34N4O5S2 overall.

Structure (XYZ):
```
71
Properties=species:S:1:pos:R:3
H -4.172 6.126 -2.172
N -3.874 5.877 -1.224
C -3.846 4.606 -1.178
C -4.211 3.770 -2.427
C -3.420 3.845 0.070
C -2.224 2.978 -0.330
C -1.041 3.583 -0.705
C 0.040 2.804 -1.067
C -0.087 1.427 -1.078
C -1.254 0.777 -0.750
C -2.319 1.596 -0.353
S -3.817 0.735 0.130
C -3.078 -0.684 0.945
C -3.641 -1.180 2.088
C -3.039 -2.254 2.722
O -3.633 -2.679 3.891
N -3.215 -4.016 4.287
O -3.873 -4.800 3.740
C -1.909 -2.805 2.153
C -1.360 -2.283 0.997
C -1.922 -1.203 0.363
N -1.323 -0.653 -0.823
C -2.147 -1.143 -1.965
C -1.725 -0.625 -3.355
C -0.570 -1.432 -4.013
C 0.827 -1.058 -3.485
N 1.222 -1.884 -2.337
C 1.450 -3.285 -2.810
C 2.479 -1.465 -1.790
C 2.788 -1.804 -0.334
O 3.313 -0.879 -2.457
H -3.686 4.243 -3.267
H -5.285 3.888 -2.614
H -3.899 2.726 -2.352
H -4.260 3.230 0.416
H -3.110 4.544 0.855
H -0.925 4.665 -0.727
H 0.989 3.240 -1.372
H 0.788 0.844 -1.362
H -4.537 -0.733 2.516
H -1.431 -3.650 2.645
H -0.461 -2.764 0.615
H -3.227 -0.973 -1.845
H -2.012 -2.235 -1.991
H -2.591 -0.797 -4.016
H -1.532 0.455 -3.393
H -0.774 -2.509 -4.012
H -0.579 -1.119 -5.071
H 1.560 -1.209 -4.298
H 0.823 0.016 -3.281
H 2.430 -3.628 -2.453
H 1.506 -3.335 -3.907
H 0.654 -3.960 -2.477
H 2.976 -2.885 -0.263
H 3.707 -1.311 -0.019
H 1.957 -1.500 0.312
O 5.065 -1.513 1.902
S 4.139 -0.926 2.837
O 2.785 -1.400 2.967
C 4.908 -0.894 4.451
C 5.654 0.436 4.488
C 4.700 1.467 3.872
C 4.125 0.853 2.590
H 5.559 -1.758 4.565
H 4.113 -0.921 5.197
H 5.940 0.706 5.504
H 6.564 0.371 3.887
H 3.890 1.678 4.574
H 5.204 2.410 3.663
H 3.104 1.179 2.405
H 4.748 1.075 1.724
```

Calculated values
LUMO energy = -0.023 Ha
gap between HOMO and LUMO = 7.609 eV
E = -2402.59154 Eh
structure (SMILES) = [H]/N=C(\C)Cc1cccc2c1Sc1cc(ON=O)ccc1N2CCCCN(C)C(C)=O.O=S1(=O)CCCC1
highest occupied orbital energy = -0.302 Eh

# 3
The following is a DFT calculation (ωB97M-V/def2-TZVPD) of an isolated molecule of C26H34N6O4.

Structure (XYZ):
```
70
Properties=species:S:1:pos:R:3
C -1.582 -3.851 4.488
C -2.223 -2.737 3.664
O -1.320 -2.136 2.761
C -0.974 -2.780 1.599
C -1.532 -3.979 1.177
C -1.132 -4.590 0.003
C -0.151 -4.019 -0.789
C 0.245 -4.646 -2.095
C -0.719 -4.193 -3.206
N -0.675 -2.768 -3.396
C -1.583 -1.931 -2.854
O -2.626 -2.285 -2.315
C -1.240 -0.517 -2.982
N -0.096 0.001 -3.475
N -0.116 1.270 -3.361
N -1.288 1.644 -2.791
C -1.524 3.012 -2.436
C -0.764 3.346 -1.131
O -1.351 3.696 -0.130
N 0.560 3.167 -1.275
C 1.543 3.273 -0.261
C 2.436 2.206 -0.098
C 2.365 0.997 -0.981
C 3.389 2.285 0.902
C 3.482 3.394 1.734
C 4.514 3.435 2.820
C 2.617 4.453 1.520
C 1.652 4.423 0.521
C 0.785 5.619 0.287
C -2.025 0.545 -2.512
N -3.271 0.510 -1.989
C 0.391 -2.809 -0.387
C 0.002 -2.174 0.786
O 0.679 -1.017 1.063
C 0.035 0.062 1.721
C -1.204 0.535 0.970
H -0.723 -3.460 5.026
H -1.246 -4.663 3.848
H -2.303 -4.237 5.203
H -2.523 -1.917 4.324
H -3.118 -3.098 3.142
H -2.295 -4.461 1.768
H -1.590 -5.523 -0.289
H 1.263 -4.353 -2.362
H 0.203 -5.734 -2.021
H -1.745 -4.440 -2.926
H -0.468 -4.690 -4.148
H 0.180 -2.349 -3.731
H -2.593 3.178 -2.288
H -1.161 3.650 -3.246
H 0.856 2.682 -2.119
H 3.144 0.290 -0.709
H 1.407 0.491 -0.874
H 2.491 1.261 -2.032
H 4.071 1.459 1.044
H 4.447 4.360 3.387
H 4.379 2.597 3.502
H 5.515 3.360 2.395
H 2.697 5.337 2.137
H 1.193 6.489 0.796
H 0.709 5.835 -0.778
H -0.223 5.436 0.658
H -3.527 1.216 -1.317
H -3.557 -0.442 -1.781
H 1.151 -2.322 -0.981
H -0.221 -0.200 2.751
H 0.794 0.849 1.730
H -0.965 0.640 -0.086
H -1.526 1.499 1.352
H -2.013 -0.185 1.072
```

Calculated values
LUMO energy = 0.029 Ha
gap between HOMO and LUMO = 8.715 eV
E = -1640.69522 Eh
energy above the lowest of the compared OMol25 structures with the same formula, charge and spin = 5.6 kcal/mol
structure (SMILES) = CCOc1ccc(CCNC(=O)c2nnn(CC(=O)Nc3c(C)cc(C)cc3C)c2N)cc1OCC
highest occupied orbital energy = -0.292 Eh

# 4
The following is a DFT calculation (ωB97M-V/def2-TZVPD) of C26H34N6O6 as an isolated structure.

Structure (XYZ):
```
72
Properties=species:S:1:pos:R:3
C 5.262 -0.735 -5.318
H 5.467 -1.424 -4.552
O 3.842 -1.024 -5.865
C 2.851 -1.042 -5.139
C 2.913 -0.672 -3.840
C 1.915 -0.973 -3.022
C 0.807 -1.306 -3.575
C 0.421 -1.456 -5.038
C 1.575 -1.384 -5.864
O 1.381 -1.575 -7.057
C 2.317 -1.754 -8.121
H 2.767 -0.627 -8.266
H 3.184 -2.101 -7.914
H 1.854 -1.871 -8.977
H -0.512 -1.653 -5.490
C -0.481 -1.464 -2.780
N -0.566 -1.076 -1.402
N -1.845 -1.412 -1.196
N -2.793 -1.766 -2.211
N -1.765 -1.856 -3.232
C -2.544 -1.196 0.015
H -3.436 -1.758 0.026
H -1.940 -1.945 0.829
C -2.288 0.104 0.481
O -2.510 1.067 -0.552
N -2.537 0.586 1.826
C -2.625 -0.199 2.856
H -3.519 -1.253 2.492
H -3.098 0.149 3.619
C -1.393 -0.978 3.501
H -0.768 -0.279 3.455
C -1.761 -1.490 4.741
H -1.535 -0.880 5.648
C -0.670 -2.641 4.834
H -0.971 -3.482 5.539
C -0.919 -3.401 3.449
H -0.046 -3.645 3.006
O -0.801 -2.212 2.749
H -1.681 -3.940 3.250
H 0.316 -2.593 5.025
H -2.610 -1.923 5.058
C -1.959 1.766 2.078
C -2.697 2.482 3.265
C -2.297 2.541 4.627
C -3.471 3.100 5.228
C -4.378 3.629 4.561
O -3.902 3.232 3.299
H -5.204 4.211 4.648
H -3.609 3.295 6.382
H -1.471 1.904 4.948
H -2.593 2.577 1.249
C -0.665 2.047 2.123
O -0.156 1.969 3.277
N 0.021 2.231 1.021
H -0.635 2.187 0.285
C 1.414 1.792 0.697
C 1.461 2.302 -0.988
H 2.559 2.013 -1.305
H 1.125 3.158 -1.150
H 0.972 1.427 -1.219
C 2.178 3.060 1.365
H 2.143 2.755 2.501
H 3.199 2.823 1.100
H 2.113 3.904 1.033
C 1.780 0.595 0.932
H 1.646 0.390 2.011
H 2.822 0.368 0.640
H 1.033 -0.312 0.453
H 2.029 -0.862 -2.019
H 4.097 -0.925 -3.092
H 5.203 0.125 -4.815
H 5.982 -0.705 -6.126
```

Calculated values
LUMO energy = -0.013 Ha
gap between HOMO and LUMO = 7.197 eV
E = -1790.11839 Eh
energy above the lowest of the compared OMol25 structures with the same formula, charge and spin = 613.8 kcal/mol
highest occupied orbital energy = -0.278 Eh

# 5
The following is a DFT calculation (ωB97M-V/def2-TZVPD) of C26H35AgN2O as an isolated structure.

Structure (XYZ):
```
65
Properties=species:S:1:pos:R:3
Ag 0.272 -1.503 0.324
O -0.236 -3.996 0.169
C 0.976 -4.637 0.588
C 1.915 -4.766 -0.604
C 2.165 -3.460 -1.379
C 3.062 -2.501 -0.645
C 4.364 -2.265 -1.068
C 5.171 -1.406 -0.342
C 4.654 -0.802 0.794
C 3.346 -1.075 1.145
N 2.565 -1.903 0.448
H -0.951 -4.252 0.759
H 0.756 -5.640 0.963
H 1.449 -4.066 1.390
H 1.493 -5.495 -1.298
H 2.865 -5.160 -0.235
H 1.206 -2.978 -1.591
H 2.622 -3.709 -2.337
H 4.732 -2.749 -1.963
H 6.188 -1.209 -0.654
H 5.250 -0.124 1.388
H 2.885 -0.611 2.009
C -0.398 -0.346 5.232
C -0.888 0.526 4.103
C -1.543 1.729 4.357
C -1.978 2.503 3.289
C -2.696 3.805 3.543
C -1.766 2.095 1.979
C -1.107 0.882 1.658
C -0.686 0.133 2.797
N -0.850 0.374 0.427
C -1.078 0.976 -0.881
C -1.863 2.298 -0.932
C -2.026 2.781 -2.380
C -2.783 1.741 -3.205
C -1.996 0.428 -3.197
C -0.611 0.653 -3.811
C 0.138 1.714 -3.000
C -0.653 3.023 -3.010
C 0.290 1.240 -1.554
C -1.846 -0.044 -1.752
H -0.644 0.086 6.202
H 0.686 -0.470 5.179
H -0.849 -1.339 5.177
H -1.714 2.056 5.377
H -2.802 3.993 4.611
H -3.693 3.793 3.098
H -2.151 4.642 3.102
H -2.135 2.741 1.196
H -0.181 -0.818 2.618
H -1.329 3.062 -0.362
H -2.850 2.157 -0.484
H -2.590 3.719 -2.374
H -2.915 2.097 -4.232
H -3.779 1.577 -2.783
H -2.534 -0.329 -3.778
H -0.709 0.975 -4.853
H -0.046 -0.285 -3.807
H 1.129 1.877 -3.438
H -0.768 3.389 -4.035
H -0.109 3.789 -2.447
H 0.830 1.984 -0.960
H 0.874 0.311 -1.519
H -1.303 -0.997 -1.718
H -2.827 -0.214 -1.298
```

Calculated values
LUMO energy = 0.008 Ha
gap between HOMO and LUMO = 5.967 eV
E = -1343.45432 Eh
highest occupied orbital energy = -0.211 Eh

# 6
The following is a DFT calculation (ωB97M-V/def2-TZVPD) of C26H35Cl5IN2O7PReS2 as an isolated structure.

Structure (XYZ):
```
80
Properties=species:S:1:pos:R:3
Re 1.596 1.767 -0.238
C -0.299 1.056 3.692
C 1.057 0.628 3.129
S 1.999 1.491 1.892
C 1.695 -0.565 3.653
C 0.713 -1.655 4.181
S 3.359 -0.825 3.502
H -0.596 2.065 3.401
H -0.223 0.917 4.740
H -1.091 0.349 3.403
H 0.145 -1.356 5.063
H 1.333 -2.576 4.413
H 0.020 -1.825 3.377
C -3.396 0.911 -0.776
C -3.539 1.997 0.246
C -2.639 3.279 0.146
C -3.255 4.328 1.053
C -2.625 5.649 1.296
C -2.478 3.867 -1.276
O -2.988 4.872 -1.772
N -1.514 3.205 -2.113
C -0.490 2.449 -1.576
O 0.577 2.133 -2.151
N -0.546 2.093 -0.273
C -1.210 2.955 0.611
O -0.754 3.402 1.667
H -4.339 0.240 -0.657
H -2.462 0.282 -0.706
H -3.539 1.337 -1.793
H -3.306 1.610 1.212
H -4.566 2.297 0.345
H -3.404 3.888 2.055
H -4.235 4.419 0.584
H -1.731 5.608 1.900
H -3.323 6.289 1.832
H -2.449 6.094 0.312
H -1.392 3.536 -3.088
C 1.185 -4.747 -1.614
C 1.421 -3.292 -1.904
C 1.029 -3.043 -3.355
C 2.814 -2.896 -1.596
O 0.623 -2.681 -0.921
P -0.045 -1.246 -0.929
O -0.735 -0.972 -2.217
O 1.024 -0.199 -0.438
O -0.996 -1.406 0.335
C -1.964 -2.458 0.675
C -2.820 -2.777 -0.584
C -1.210 -3.532 1.351
C -2.822 -1.758 1.787
H 1.750 -5.335 -2.332
H 0.194 -5.104 -1.831
H 1.420 -5.105 -0.633
H 1.153 -3.961 -3.868
H 1.693 -2.309 -3.828
H 0.048 -2.652 -3.359
H 3.282 -2.607 -2.534
H 3.365 -3.762 -1.180
H 2.779 -2.059 -0.909
H -2.152 -3.237 -1.314
H -3.153 -1.774 -0.925
H -3.671 -3.435 -0.248
H -0.831 -4.331 0.649
H -1.743 -4.073 2.148
H -0.302 -3.094 1.836
H -3.508 -1.132 1.289
H -2.185 -1.145 2.385
H -3.391 -2.488 2.438
I 2.342 4.394 -0.179
Cl 2.294 0.646 -3.586
C 3.593 0.669 -2.370
C 3.414 1.133 -1.071
C 4.656 1.214 -0.355
Cl 4.748 1.425 1.361
C 5.958 1.198 -0.997
Cl 7.338 1.829 -0.246
C 6.101 0.431 -2.183
Cl 7.593 0.233 -2.992
C 4.852 0.161 -2.841
Cl 4.756 -0.934 -4.201
```

Calculated values
total charge = -2
LUMO energy (alpha / beta) = 0.151 / 0.151 Ha
gap between HOMO and LUMO (alpha / beta) = 4.762 / 4.653 eV
E = -5462.77972 Eh
energy above the lowest of the compared OMol25 structures with the same formula, charge and spin = 52.5 kcal/mol
2S+1 = 4
highest occupied orbital energy (alpha / beta) = -0.024 / -0.020 Eh
<S²> = 3.783

Number 1: M 447.5 g mol⁻¹. Number 2: M 546.7 g mol⁻¹. Number 3: M 494.6 g mol⁻¹. Number 4: M 526.6 g mol⁻¹. Number 5: M 499.4 g mol⁻¹. Number 6: M 1073.1 g mol⁻¹.